# 1
Molecular formula: H26MnO14P
Method: DFT, the ωB97M-V functional and the def2-TZVPD basis

```
42
Properties=species:S:1:pos:R:3
Mn -0.30 2.67 -1.43
P -0.06 0.18 -0.34
O 1.31 2.42 2.04
O -1.73 1.42 2.63
O -1.27 0.89 -1.05
O 0.85 1.48 -0.36
O 0.07 -3.29 -1.29
O 0.69 -0.83 -1.30
O 1.24 -0.08 -3.60
O 1.26 -0.46 2.86
O -1.55 3.43 0.19
O -0.39 -0.31 1.06
O -3.50 -0.10 -1.20
O -1.58 -2.53 1.61
O 2.77 -1.18 0.04
O 3.28 1.75 -1.78
H 3.03 2.67 -1.71
H 0.61 -0.33 2.17
H -1.84 4.12 0.79
H 1.05 2.10 1.18
H 2.67 1.29 -1.21
H -2.20 2.73 0.30
H -0.83 -3.00 -1.16
H 3.44 -1.17 -0.65
H 0.92 -0.49 -2.80
H 1.97 -0.81 -0.33
H 2.54 -2.10 0.17
H -2.18 -2.59 0.87
H 0.88 -0.11 3.67
H -2.51 1.00 3.00
H -2.64 0.31 -1.24
H -4.00 0.34 -0.51
H 0.90 0.82 -3.55
H 0.39 -3.77 -0.52
H 0.82 -0.52 -4.34
H -1.44 0.82 1.94
H -1.06 -1.73 1.56
H -1.01 -3.30 1.51
H 1.41 -1.41 2.93
H -3.30 -1.02 -1.00
H 0.71 3.15 2.22
H 0.58 -2.47 -1.37
```

Properties
Multiplicity: 6
<S²>: 8.7528
Gap between HOMO and LUMO (spin up / spin down), eV: 6.1 / 6.1
Net charge: +5

---

# 2
Molecular formula: C4H5NS
Method: DFT, the ωB97M-V functional and the def2-TZVPD basis

```
11
Properties=species:S:1:pos:R:3
S -0.23 1.18 0.61
N 0.51 1.13 -1.05
C -0.58 -0.53 0.74
C 0.41 -0.15 -1.49
C -0.33 -1.13 -0.50
C 0.49 -1.57 0.82
H 1.47 -1.13 1.05
H 0.19 -2.47 1.21
H -0.89 -1.82 -0.92
H -1.43 -0.79 1.29
H 0.75 -0.24 -2.43
```

Properties
Multiplicity: 1
SMILES: C1=NS[C@@H]2C[C@H]12
ΔE to the lowest compared entry with this formula, charge and spin, kJ/mol: 252.2
Gap between HOMO and LUMO, eV: 9.2
Net charge: 0

---

# 3
Molecular formula: C3H5NO
Method: DFT, the ωB97M-V functional and the def2-TZVPD basis

```
10
Properties=species:S:1:pos:R:3
O -1.81 0.20 -0.30
N 2.81 -0.63 0.15
C -0.63 -0.30 0.29
C 0.52 0.59 -0.20
C 1.81 -0.07 0.00
H -0.69 -0.27 1.39
H -2.45 -0.51 -0.35
H -0.44 -1.34 -0.01
H 0.38 0.77 -1.27
H 0.51 1.55 0.31
```

Properties
Multiplicity: 1
SMILES: N#CCCO
ΔE to the lowest compared entry with this formula, charge and spin, kJ/mol: 55.6
Gap between HOMO and LUMO, eV: 11.7
Net charge: 0